{
  "formula": "C9H22N2NiO5",
  "method": "ωB97M-V with the def2-TZVPD basis set",
  "e_above_lowest_kcal_mol": 0.00,
  "total_energy_ev": -63947.883,
  "fmax_ha_per_bohr": 0.1763,
  "homo_ev": [-6.99, -6.88],
  "orbital_gap_ha": [0.2659, 0.2618],
  "multiplicity": 3,
  "symbols": ["Ni", "C", "O", "O", "O", "C", "C", "C", "O", "C", "N", "H", "H", "H", "H", "H", "H", "H", "H", "H", "H", "H", "C", "C", "C", "O", "C", "N", "H", "H", "H", "H", "H", "H", "H", "H", "H", "H", "H"],
  "coordinates": [[14.551333, 11.306147, 7.815506], [14.560716, 9.736276, 9.325583], [15.822582, 9.999500, 9.081899], [13.853350, 10.808677, 9.696096], [14.034679, 9.197559, 8.221733], [15.404196, 14.154440, 10.077869], [15.552138, 14.220926, 8.555306], [16.912845, 13.673657, 8.191430], [17.144967, 13.685155, 6.795262], [17.773783, 14.860058, 6.291006], [14.403040, 13.396882, 8.026164], [15.536186, 13.173102, 10.535677], [14.451393, 14.572560, 10.415359], [16.142723, 14.814795, 10.547595], [15.521575, 15.294966, 8.355016], [16.985845, 12.623708, 8.492707], [17.647972, 14.210893, 8.799239], [17.019487, 15.596378, 6.007839], [18.345026, 14.529815, 5.424009], [18.486402, 15.278472, 7.004745], [13.790476, 13.483330, 8.840538], [13.826938, 13.934598, 7.379691], [15.930021, 9.948425, 4.075826], [15.176690, 10.951237, 4.952695], [13.779579, 10.492949, 5.234575], [13.213010, 11.419820, 6.186897], [11.788816, 11.386566, 6.206401], [15.925875, 11.180921, 6.224812], [15.431816, 9.884221, 3.106620], [15.992078, 8.955756, 4.523664], [16.957649, 10.284069, 3.929293], [15.164571, 11.909852, 4.429569], [13.720475, 9.497607, 5.684226], [13.214389, 10.554893, 4.301641], [11.382953, 12.395964, 6.279500], [11.448850, 10.865189, 7.106457], [11.382396, 10.855476, 5.348832], [16.484993, 10.349848, 6.416959], [16.618766, 11.884265, 5.985477]],
  "atomic_forces_ev_per_a": [[0.299, -1.215, 0.879], [0.364, 5.149, -7.452], [1.129, -0.668, 2.671], [-0.470, -0.728, 2.235], [-0.955, -1.865, 1.140], [0.649, 0.736, 0.823], [-0.091, -0.515, 1.340], [-0.528, -0.638, -0.067], [0.668, 0.498, 0.124], [-0.076, -0.551, -0.059], [-0.235, 1.407, 0.873], [-0.149, -0.217, -0.410], [-0.117, -0.175, -0.198], [0.082, -0.101, -0.085], [-0.404, -0.121, -0.772], [-0.190, -0.004, 0.093], [0.278, 0.164, -0.461], [0.146, 0.170, -0.029], [-0.108, 0.255, -0.162], [-0.122, 0.060, 0.106], [-0.204, -0.852, -0.108], [0.604, -0.257, -0.718], [-0.198, 0.250, -0.146], [1.198, -0.520, 0.181], [-0.415, 0.360, 0.327], [-0.224, 0.113, -0.828], [-0.428, -0.310, 1.084], [-0.127, -0.489, -0.722], [0.169, -0.190, -0.060], [-0.236, 0.012, 0.091], [-0.051, 0.099, -0.141], [-0.279, 0.041, 0.074], [0.172, -0.086, -0.159], [-0.134, -0.181, 0.068], [0.211, 0.097, -0.311], [0.143, -0.146, -0.064], [0.072, 0.181, -0.168], [-0.313, -0.135, 0.350], [-0.131, 0.376, 0.661]]
}